[1]
Molecular formula: C32H40N8
Method: DFT, ωB97M-V/def2-TZVPD

Each line ends with the Löwdin charge.
Positions of all 80 atoms, in Å:
N1 5.012460 23.184690 -16.165300  0.016
N2 9.381990 21.110220 -23.172640  0.087
N3 9.950990 25.346120 -27.057250  -0.031
N4 6.384860 22.285310 -19.943520  0.030
N5 1.980410 22.729880 -24.710080  0.000
N6 12.112590 27.786140 -21.946090  -0.004
N7 2.171980 22.045710 -20.255560  0.022
N8 1.669380 18.029090 -23.653760  -0.020
C1 5.132060 20.942450 -16.158550  -0.123
C2 3.473590 23.366790 -23.151780  -0.130
C3 7.294760 23.342310 -20.054810  -0.091
C4 6.388540 21.450830 -16.426680  -0.139
C5 6.736270 22.483120 -22.140950  -0.162
C6 3.406770 17.843220 -22.355830  -0.157
C7 6.307920 22.847110 -16.554410  -0.136
C8 2.793270 24.523720 -23.650110  -0.134
C9 12.108400 27.702710 -20.633660  -0.185
C10 11.198800 26.692620 -20.234670  -0.138
C11 9.209130 24.251160 -26.963290  -0.170
C12 6.183160 21.724590 -21.190370  -0.150
C13 8.908700 24.012130 -25.658730  -0.087
C14 2.640390 18.958210 -22.004800  -0.181
C15 1.537980 22.672400 -18.190960  -0.157
C16 2.791880 17.240140 -23.365520  -0.201
C17 10.677500 26.001630 -21.329050  -0.061
C18 10.772620 20.845190 -23.318660  -0.148
C19 8.972940 20.718990 -24.487360  -0.183
C20 11.082570 20.299570 -24.524010  -0.153
C21 7.423410 23.526380 -21.449780  -0.114
C22 9.919090 20.167020 -25.270370  -0.131
C23 0.868140 22.424780 -20.247240  -0.142
C24 2.998740 22.286060 -23.886520  -0.188
C25 10.207650 25.918840 -25.853020  -0.123
C26 9.472080 25.094740 -24.978690  -0.108
C27 11.272560 26.754100 -22.413260  -0.101
C28 4.296730 22.024200 -15.955680  -0.145
C29 0.423430 22.838310 -18.950230  -0.124
C30 1.511360 19.071720 -22.762800  -0.218
C31 2.697300 22.330910 -19.006850  -0.094
C32 1.846250 24.102100 -24.537780  -0.219
H1 11.051000 26.604230 -19.168480  0.080
H2 9.417530 25.293720 -23.918580  0.062
H3 8.911190 23.768900 -27.882560  0.112
H4 10.274250 25.713730 -27.940700  0.147
H5 3.079990 21.219320 -23.738610  0.079
H6 3.749680 22.164660 -18.830020  0.065
H7 4.320280 17.637700 -21.817630  0.086
H8 1.052790 24.646830 -25.027780  0.081
H9 5.477460 20.912890 -21.288030  0.111
H10 12.091790 20.167010 -24.884990  0.090
H11 5.971640 21.929850 -19.093230  0.100
H12 9.845010 19.839250 -26.296770  0.098
H13 12.676200 28.461950 -20.116400  0.103
H14 4.252700 23.420990 -22.405820  0.068
H15 10.046990 25.129160 -21.416540  0.072
H16 10.797420 26.823460 -25.868670  0.096
H17 1.527950 22.795330 -17.118030  0.064
H18 6.729800 22.544210 -23.219200  0.100
H19 2.859930 19.589600 -21.156530  0.067
H20 7.947860 24.294440 -21.998810  0.070
H21 7.624530 23.978590 -19.246840  0.088
H22 2.706860 21.768290 -21.066140  0.101
H23 0.338120 22.424950 -21.188240  0.087
H24 7.040600 23.638420 -16.612700  0.096
H25 11.431060 21.069640 -22.492530  0.093
H26 2.925820 16.440870 -24.079400  0.090
H27 8.282080 23.259610 -25.203260  0.077
H28 0.785180 19.867680 -22.837050  0.051
H29 -0.486790 23.349120 -18.672780  0.087
H30 0.983000 17.893640 -24.382210  0.040
H31 3.106510 25.509590 -23.339730  0.082
H32 4.767770 24.131660 -15.913350  0.144
H33 7.279370 20.852250 -16.547160  0.093
H34 7.993040 20.944970 -24.881230  0.089
H35 1.328790 22.164040 -25.234780  0.019
H36 11.284470 26.657140 -23.488840  0.067
H37 4.905500 19.902180 -15.977140  0.098
H38 3.284360 22.100030 -15.587200  0.101
H39 8.831040 21.557270 -22.453840  0.091
H40 12.660710 28.444070 -22.481620  0.148

Atoms 1-2, force components in eV/Å:
N 0.896 -0.979 -0.543
N 2.552 -1.934 -4.848

Computed properties:
Total charge: -1
E_tot, eV: -45747.3730
Energy relative to the best compared isomer or geometry (same formula, charge and spin), kcal/mol: 40.7
HOMO energy (alpha / beta), eV: 0.84 / -5.42
Spin multiplicity: 2

***

[2]
Molecular formula: C25H48BN2NiO5P2S
Method: DFT, ωB97M-V/def2-TZVPD

Each line ends with the Löwdin charge.
Positions of all 85 atoms, in Å:
Ni1 -0.046710 -0.081406 0.863475  0.143
S1 -0.687858 -0.789752 3.424989  0.318
P1 2.246368 -0.049239 0.409098  1.189
P2 -2.296933 0.151996 0.081261  1.207
O1 -0.106295 0.519116 2.920262  -0.423
O2 0.352726 -1.690391 3.908666  -0.362
O3 0.293428 -2.881279 0.401607  -0.207
O4 -1.243141 -1.372740 2.109875  -0.493
O5 -1.736695 -0.536424 4.388792  -0.341
N1 1.197240 2.031339 -0.802497  -0.014
N2 -1.032195 2.041626 -1.104566  -0.013
C1 -1.546937 -1.149131 -2.167425  -0.093
C2 3.224560 -1.343595 2.638327  -0.083
C3 -0.507916 3.105856 -1.817277  -0.157
C4 3.314671 -2.499891 -0.510955  -0.096
C5 -3.321630 1.611273 2.099305  -0.079
C6 -1.110988 4.042287 -2.631404  -0.024
C7 2.952281 1.105248 2.823266  -0.089
C8 4.285741 -0.550168 -1.652825  -0.094
C9 -2.455809 -2.581127 -0.369887  -0.103
C10 -4.153460 -0.748511 1.983149  -0.084
C11 -0.051461 -4.251797 0.373691  -0.148
C12 -2.651279 -1.249936 -1.101769  -0.636
C13 -4.011681 -1.236213 -1.791944  -0.091
C14 2.487233 1.663419 -0.297530  -0.245
C15 1.695617 4.050584 -2.232090  -0.024
C16 -5.049837 0.944924 0.420916  -0.093
C17 3.392871 -0.019841 1.874015  -0.674
C18 -2.398640 1.631810 -1.046926  -0.258
C19 -3.786474 0.488034 1.154582  -0.649
C20 0.898198 3.100974 -1.624467  -0.161
C21 -0.296057 4.999092 -3.245356  -0.124
C22 1.903946 -1.148064 -2.055991  -0.099
C23 3.006225 -1.079511 -0.991213  -0.639
C24 4.863560 0.176788 1.504136  -0.095
C25 1.076418 5.002670 -3.048625  -0.124
B1 -0.002719 1.344809 -0.400761  -0.504
H1 -2.183265 4.041309 -2.783390  0.102
H2 -3.316465 -2.833063 0.250188  0.080
H3 0.990884 -1.554917 -1.631378  0.032
H4 1.876867 1.090393 2.998917  0.053
H5 5.155712 -0.648343 -1.005693  0.060
H6 3.443658 -2.213660 2.021613  0.056
H7 2.212111 -1.448660 3.033959  0.049
H8 -5.798985 1.215406 1.170002  0.085
H9 -1.571771 -2.050370 -2.787026  0.093
H10 2.238960 -1.800457 -2.869166  0.089
H11 4.224866 0.483227 -1.983709  0.060
H12 -4.806628 -1.547303 -1.113517  0.066
H13 -0.563799 -1.079035 -1.704689  0.023
H14 2.766837 4.062897 -2.075150  0.101
H15 3.550891 -3.118282 -1.383497  0.086
H16 -2.325572 -3.382342 -1.104577  0.092
H17 5.433690 0.358571 2.420715  0.083
H18 0.217142 -4.650240 -0.607466  0.085
H19 -4.891479 -0.462093 2.737897  0.088
H20 -0.165949 -2.473993 1.165626  0.028
H21 -4.118177 1.813390 2.820618  0.089
H22 -1.668688 -0.285938 -2.823679  0.083
H23 5.022253 1.031184 0.840807  0.076
H24 -3.112526 2.537773 1.557991  0.077
H25 -1.123113 -4.405187 0.527395  0.070
H26 2.834522 2.340283 0.488398  0.091
H27 -3.294320 -1.168208 2.500317  0.050
H28 1.685758 5.752842 -3.537232  0.089
H29 3.250357 2.093639 2.467228  0.068
H30 0.488818 -4.821211 1.138396  0.083
H31 -0.747792 5.747349 -3.884336  0.088
H32 4.473731 -1.154001 -2.545748  0.083
H33 -5.477408 0.158293 -0.198625  0.054
H34 2.469750 -2.938664 0.012062  0.059
H35 -4.607404 -1.521222 1.356251  0.066
H36 -1.582368 -2.552587 0.274646  0.017
H37 1.682204 -0.163513 -2.474534  0.090
H38 -3.066397 2.417308 -0.684461  0.082
H39 -2.425392 1.336910 2.653627  0.058
H40 -4.891087 1.822686 -0.206696  0.065
H41 3.231570 1.690978 -1.093902  0.072
H42 -4.272876 -0.256434 -2.195564  0.070
H43 5.285365 -0.709044 1.027978  0.059
H44 -2.774076 1.359836 -2.043235  0.090
H45 3.448377 0.938552 3.783483  0.089
H46 3.923519 -1.346385 3.480456  0.088
H47 -4.001688 -1.944179 -2.626318  0.084
H48 4.183025 -2.516304 0.149095  0.064

Atoms 1-2, force components in eV/Å:
Ni -1.184 1.111 -1.124
S 0.781 0.636 -0.440

Computed properties:
Total charge: -1
E_tot, eV: -111058.9542
Energy relative to the best compared isomer or geometry (same formula, charge and spin), kcal/mol: 6.8
HOMO energy, eV: -4.44

***

[3]
Molecular formula: C37H23AlI2N7O3SSe
Method: DFT, ωB97M-V/def2-TZVPD

Each line ends with the Löwdin charge.
Positions of all 75 atoms, in Å:
I1 5.879717 1.135846 -4.475975  0.957
I2 5.884508 1.026284 1.509328  0.951
Se1 1.318124 -4.666345 5.951124  1.163
S1 -2.008815 -0.314874 -0.057091  0.635
Al1 0.895457 0.799285 0.648736  0.004
O1 -3.308776 0.157237 -0.431551  -0.261
O2 2.715842 0.893510 0.888626  -0.076
O3 -1.255559 -1.064361 -1.030901  -0.303
N1 0.690594 2.788296 0.817606  0.094
N2 1.396383 -4.677252 4.172358  -0.203
N3 1.377758 0.858299 -1.324013  0.109
N4 1.024304 -2.913144 6.036347  -0.204
N5 -1.059700 0.912000 0.431348  -0.096
N6 1.028135 -1.238021 0.809925  0.131
N7 0.724505 0.568698 2.710664  0.143
C1 -2.209985 -3.556762 2.312048  -0.023
C2 3.438249 0.918859 -0.210257  -0.390
C3 -1.595255 2.159121 0.806781  -0.213
C4 1.405218 5.025741 1.204943  -0.013
C5 0.534173 1.514740 3.625071  -0.035
C6 0.111051 5.433285 1.380914  0.025
C7 1.187728 1.000351 -3.688647  -0.005
C8 2.736424 0.915001 -1.451855  -0.115
C9 -2.541293 -3.925972 4.776993  -0.030
C10 4.810653 0.984317 -0.265871  -0.644
C11 0.467201 1.238455 4.985174  0.004
C12 -2.511091 -1.638669 3.715586  -0.026
C13 1.660255 3.673687 0.939906  -0.045
C14 5.483257 1.036844 -1.506424  -0.208
C15 3.384078 0.992784 -2.695985  -0.196
C16 1.206304 -2.096217 -0.188473  -0.053
C17 1.051095 -1.700132 2.071798  -0.097
C18 4.803992 1.042641 -2.693374  -0.670
C19 1.422217 -3.935789 1.316496  0.043
C20 0.627652 0.911832 -2.406461  -0.054
C21 -2.083332 -2.736441 1.202692  -0.046
C22 1.236400 -3.043353 2.371880  -0.071
C23 0.624105 -0.061603 5.413941  0.041
C24 -2.385445 -0.805806 2.615357  -0.048
C25 -2.420419 -3.022985 3.581868  -0.258
C26 1.223484 -3.446810 3.773769  -0.338
C27 -2.902229 2.514875 1.054498  -0.005
C28 -3.240786 3.845839 1.384205  -0.044
C29 0.831476 -1.061199 4.466622  -0.071
C30 -0.948138 4.506176 1.275627  -0.144
C31 -2.167683 -1.361085 1.362062  -0.272
C32 -0.608384 3.178205 0.956830  -0.139
C33 1.411173 -3.454244 0.026685  0.011
C34 1.017747 -2.466479 4.810038  -0.338
C35 2.548507 1.030672 -3.833872  -0.007
C36 -2.306344 4.833908 1.482705  -0.028
C37 0.863585 -0.701535 3.123290  -0.100
H1 -0.441780 0.862087 -2.262241  0.115
H2 -1.567716 -4.338048 5.050563  0.045
H3 1.167832 -1.689094 -1.187231  0.121
H4 6.563751 1.081145 -1.505511  0.083
H5 -2.933551 -3.392703 5.641476  0.085
H6 -2.693227 -1.208876 4.693823  0.121
H7 -2.582345 5.852399 1.720499  0.119
H8 -2.151618 -4.632321 2.190854  0.126
H9 -2.457663 0.268340 2.734267  0.113
H10 -1.919716 -3.151577 0.216714  0.121
H11 2.995156 1.092009 -4.817634  0.074
H12 1.572092 -4.985953 1.530121  0.131
H13 2.232244 5.716100 1.283657  0.117
H14 0.438893 2.529142 3.264516  0.122
H15 -3.198886 -4.768826 4.564727  0.091
H16 -0.116240 6.467389 1.609759  0.130
H17 1.552824 -4.110374 -0.819626  0.124
H18 -4.284630 4.076444 1.551291  0.116
H19 2.670882 3.296960 0.850393  0.127
H20 0.533005 1.036878 -4.547025  0.119
H21 0.307171 2.045709 5.685055  0.121
H22 -3.692407 1.788411 0.958948  0.103
H23 0.593171 -0.322567 6.463624  0.130

Atoms 1-2, force components in eV/Å:
I 0.000 0.000 -0.001
I 0.000 -0.002 -0.001

Computed properties:
Total charge: +1
E_tot, eV: -154298.4563
Energy relative to the best compared isomer or geometry (same formula, charge and spin), kcal/mol: 0.0
HOMO energy, eV: -10.27

***

[4]
Molecular formula: C3H5NOS
Method: DFT, ωB97M-V/def2-TZVPD

Each line ends with the natural charge from an NBO analysis.
Positions of all 11 atoms, in Å:
S1 -1.485182 -0.977000 0.116362  -0.076
O1 -0.572376 2.076343 0.043958  -0.552
N1 0.223712 0.994199 -0.406187  -0.277
C1 -0.076169 -0.240101 -0.075826  -0.030
C2 2.216565 -0.431994 0.519298  -0.396
C3 1.254079 -0.794615 -0.451495  -0.246
H1 3.316542 -0.609875 0.162733  0.234
H2 -1.300062 1.415217 0.656295  0.472
H3 1.352107 -1.808164 -1.014147  0.257
H4 1.799392 0.612069 1.181937  0.206
H5 1.241106 1.252876 -0.308831  0.408

Atoms 1-2, force components in eV/Å:
S -1.295 -0.116 0.978
O -2.926 -3.702 2.191

Computed properties:
SMILES: C=CC(=S)NO
E_tot, eV: -17559.3978
Energy relative to the best compared isomer or geometry (same formula, charge and spin), kcal/mol: 135.4
HOMO energy, eV: -9.05

***

Question: Among the records above, which one has the highest energy relative to the best compared isomer or geometry (same formula, charge and spin)?
Answer: C3H5NOS

***

Question: The lowest E_tot belongs to which entry?
Answer: C37H23AlI2N7O3SSe

***

Question: Which value of E_tot does entry 3 give?
Answer: -154298.4563 eV